Record 1
Computed, not measured: a molecular structure, C34H55N4OP2SZr in a non-equilibrium geometry, with the ωB97M-V functional and the def2-TZVPD basis.

The geometry in XYZ format:
```
98
Properties=species:S:1:pos:R:3
C 2.49356 -1.05469 0.80058
C 2.48807 0.33706 -1.12771
C 3.87084 -1.19726 0.67356
C 3.78935 -0.06201 -1.40639
C 4.51765 -0.70877 -0.45247
H 4.41941 -1.73867 1.45071
H 4.19526 0.30139 -2.32020
H 5.57040 -0.84459 -0.59812
N 1.80688 -0.23792 -0.05804
P 0.00318 -2.06344 1.76640
P 0.39555 2.13193 -1.45434
C 1.80530 -1.81321 1.97157
H 2.28479 -2.79527 2.11642
H 1.97878 -1.28010 2.91898
C -2.45904 -0.65429 0.77839
O -3.55953 -1.03205 0.90853
C 2.02097 1.48975 -1.88940
H 2.03733 1.23147 -2.95535
C -0.88246 2.59610 -2.90580
C 1.45741 3.60308 -0.97398
C -0.05735 -3.78105 0.85200
C -0.57678 -2.17308 3.56742
C -2.22170 1.84790 -2.73807
H -2.70463 2.09097 -1.78120
H -2.89229 2.17650 -3.55381
H -2.11624 0.76146 -2.81525
C -1.19826 4.09415 -2.91160
H -1.64026 4.40713 -1.95864
H -0.32492 4.71382 -3.14018
H -1.94556 4.28411 -3.69824
C -0.23555 2.16269 -4.22355
H -0.93137 2.41659 -5.04023
H 0.70842 2.68640 -4.42681
H -0.06467 1.07811 -4.25254
C 0.66164 4.72247 -0.31433
H -0.00038 4.30325 0.45791
H 1.37693 5.41499 0.16120
H 0.05650 5.28058 -1.03553
C 2.50696 3.10440 0.05567
H 2.02743 2.59993 0.91110
H 3.23056 2.40986 -0.38865
H 3.12009 3.94871 0.40762
C 2.19756 4.06939 -2.26586
H 2.45934 3.22977 -2.93799
H 1.61404 4.78873 -2.85987
H 3.16313 4.51482 -1.98517
C -2.05232 -2.59892 3.59162
H -2.43708 -2.44465 4.60436
H -2.66439 -2.00969 2.89689
H -2.17866 -3.66362 3.34544
C -0.44095 -0.75027 4.13876
H 0.59745 -0.38538 4.12671
H -1.06867 -0.02291 3.60638
H -0.77383 -0.76555 5.18213
C 0.25346 -3.13809 4.42947
H -0.02605 -2.96614 5.47609
H 0.04142 -4.19111 4.21681
H 1.33616 -2.97248 4.34690
C 0.77956 -3.66206 -0.41821
H 0.72435 -4.62097 -0.91573
H 0.38717 -2.92017 -1.09625
H 1.82095 -3.44201 -0.21641
C -1.52416 -4.05322 0.50881
H -1.97887 -3.24924 -0.08036
H -1.53934 -4.96445 -0.09398
H -2.15158 -4.22550 1.39123
C 0.50143 -4.89848 1.73376
H 1.50252 -4.69177 2.13033
H -0.16439 -5.17952 2.55639
H 0.59265 -5.77999 1.09063
Zr -0.50683 0.09258 0.23151
N -0.89302 -0.91713 -1.51806
C -0.51337 -1.17963 -2.64300
C 0.15869 -1.55484 -3.80127
C -0.73384 -2.46707 -4.38914
C 1.44674 -1.35654 -4.44167
C -0.45715 -3.17009 -5.53382
H -1.69566 -2.62948 -3.86472
C 1.73449 -2.06698 -5.61939
H 2.25851 -0.70116 -4.04682
C 0.78370 -2.95740 -6.15798
H -1.24871 -3.84882 -5.86992
H 2.69738 -1.98076 -6.17128
H 0.97795 -3.52881 -7.09044
C -3.71181 1.25369 4.39447
N -3.26034 1.46061 3.03813
C -2.23245 2.21939 2.67144
S -1.67216 2.27750 0.98072
N -1.58605 3.03779 3.54133
C -2.29001 3.91145 4.50661
H -4.45597 1.99408 4.66140
H -2.88105 1.28976 5.09222
H -4.16858 0.27411 4.45225
H -3.63764 0.89395 2.28271
H -0.74173 3.47200 3.14448
H -2.03854 3.59306 5.53923
H -1.93530 4.94101 4.36693
H -3.38045 3.88272 4.36362
```

Values from the calculation:
- LUMO (spin up / spin down): -0.3917 / -0.3919 Ha
- Charge: +3
- 2S+1: 1
- Highest occupied orbital energy (spin up / spin down): -14.1 / -14.1 eV
- E: -74824.8972 eV
- Kohn-Sham gap (spin up / spin down): 3.4 / 3.4 eV

Here are the Mulliken charges for atoms 1 to 6, given in e:
1. C -0.230
2. C -0.685
3. C -0.634
4. C -1.088
5. C -1.036
6. H 0.586


Record 2
Computed, not measured: a molecular structure, C4H7NO in a non-equilibrium geometry, with the ωB97M-V functional and the def2-TZVPD basis.

The geometry in XYZ format:
```
13
Properties=species:S:1:pos:R:3
C -1.98803 0.08933 0.19647
C -0.53526 -0.20049 0.27830
N 1.44278 -0.83182 -0.82536
C 1.89055 0.13682 0.03670
C 0.39431 0.68389 -0.29770
O 0.22118 1.65647 -1.02613
H -2.58025 -0.83148 0.20025
H -2.18193 0.67192 -0.70672
H -2.29858 0.69198 1.06059
H -0.18618 -0.94262 0.99373
H 1.19852 -1.68445 -0.32206
H 2.51845 0.90776 -0.41535
H 2.12053 -0.07897 1.08631
```

Values from the calculation:
- LUMO (spin up / spin down): -0.0304 / -0.0281 Ha
- 2S+1: 1
- Highest occupied orbital energy (spin up / spin down): -8.7 / -8.7 eV
- E: -7795.3738 eV
- Kohn-Sham gap (spin up / spin down): 7.8 / 8.0 eV

Here are the natural (NBO) charges for atoms 1 to 6, given in e:
1. C -0.683
2. C -0.096
3. N -0.460
4. C -0.288
5. C 0.453
6. O -0.618


- The lowest E belongs to which entry?
  C34H55N4OP2SZr